Entry 1:
Here is a molecular structure, C41H58As3N3NiOPS from OMol25. Energies are from ωB97M-V/def2-TZVPD.

Positions of all 109 atoms, in Å:
Ni1 -1.4558 1.3200 1.3519
C1 3.8570 1.6282 -3.5511
As1 3.1133 -0.0802 -2.8365
C2 1.9640 -0.2243 -4.4787
C3 4.4751 -1.3412 -3.5049
C4 5.1138 -2.2608 -2.4423
C5 5.5779 -1.4265 -1.2040
C6 3.9803 -3.2549 -1.9724
As2 2.3639 -2.4801 -1.1613
C7 1.0479 -3.2592 -2.4379
C8 2.0569 -3.8566 0.2087
C9 6.2926 -3.2141 -2.9586
As3 8.0450 -2.7460 -3.6528
C10 7.8035 -0.9177 -4.2310
C11 9.1837 -2.3936 -2.0133
H1 4.3459 1.3983 -4.4795
H2 4.6365 1.9102 -2.8678
H3 3.2165 2.4801 -3.7036
H4 2.2059 0.5840 -5.2406
H5 0.9416 -0.1089 -4.2130
H6 2.0164 -1.2248 -4.9984
H7 5.2082 -0.7971 -4.0580
H8 3.9143 -1.9140 -4.3363
H9 4.8216 -0.7457 -0.9016
H10 6.5156 -0.9124 -1.3195
H11 5.7427 -2.1169 -0.4022
H12 4.3932 -4.0002 -1.3235
H13 3.5970 -3.7709 -2.8716
H14 1.1066 -4.3460 -2.4945
H15 1.2546 -2.7913 -3.4271
H16 0.0719 -2.9563 -2.0404
H17 2.5221 -3.4667 1.1038
H18 2.5411 -4.8138 -0.0261
H19 0.9860 -3.9874 0.3135
H20 5.7998 -3.7800 -3.7588
H21 6.4669 -3.9681 -2.2002
H22 7.2948 -0.9286 -5.1836
H23 8.8104 -0.5359 -4.3889
H24 7.2804 -0.2829 -3.5664
H25 8.5987 -2.5344 -1.0738
H26 9.6901 -1.4257 -2.0098
H27 9.9805 -3.1574 -2.0174
N1 -0.2280 2.9527 1.8970
C12 -0.5251 4.2716 1.3753
C13 0.3439 5.3503 1.6916
C14 0.0328 6.5999 1.0811
C15 -1.1116 6.7126 0.3058
C16 -2.0012 5.6436 0.1313
C17 -1.7474 4.3797 0.7347
P1 -2.7588 2.9232 0.6615
C18 -3.1861 2.5629 -1.0812
C19 -4.4657 2.1796 -1.5476
C20 -4.7339 2.1148 -2.8652
C21 -3.7427 2.3904 -3.8138
C22 -2.4413 2.7854 -3.4082
C23 -2.2253 2.9508 -2.0295
C24 -4.3397 3.3659 1.5449
C25 -4.5839 2.8901 2.8093
C26 -5.7916 3.2140 3.4950
C27 -6.5885 4.2431 2.9213
C28 -6.2662 4.7829 1.6899
C29 -5.1087 4.3460 1.0221
H28 -0.0427 3.0560 2.9015
H29 0.6184 2.5552 1.5736
H30 1.2539 5.1890 2.2963
H31 0.6200 7.5307 1.2639
H32 -1.4453 7.6866 0.0040
H33 -2.8540 5.6614 -0.4932
H34 -5.2695 1.8901 -0.8304
H35 -5.7360 1.7697 -3.2907
H36 -4.0607 2.3808 -4.8547
H37 -1.7356 2.9362 -4.1823
H38 -1.3656 3.5813 -1.7586
H39 -3.8290 2.2753 3.3292
H40 -6.1010 2.6314 4.3555
H41 -7.3255 4.7894 3.4752
H42 -6.8611 5.5411 1.2282
H43 -4.7621 4.7949 0.0738
C30 0.0460 -1.0176 6.7294
C31 -1.1263 -0.3582 5.9343
N2 -1.7398 -1.1389 4.8717
C32 -2.6630 -2.2283 5.3897
C33 -2.3842 -3.5534 4.7037
C34 -1.6863 -0.8477 3.5034
S1 -0.4368 0.2363 2.9924
N3 -2.6516 -1.3652 2.7349
C35 -2.6663 -1.2079 1.3879
O1 -2.0264 -0.3805 0.6343
C36 -3.3758 -2.2251 0.5973
C37 -4.0004 -3.2685 1.2856
C38 -4.7005 -4.2190 0.6273
C39 -4.6315 -4.2845 -0.7816
C40 -3.9547 -3.2843 -1.4950
C41 -3.2622 -2.3043 -0.8072
H44 0.5488 -0.3215 7.3712
H45 0.7848 -1.3696 6.0029
H46 -0.3430 -1.7990 7.3123
H47 -0.7394 0.5196 5.3717
H48 -2.0081 0.0159 6.5294
H49 -3.6945 -1.8792 5.3896
H50 -2.4757 -2.3559 6.4460
H51 -2.8882 -3.5780 3.7470
H52 -2.7730 -4.3616 5.3803
H53 -1.3161 -3.6717 4.4611
H54 -3.9608 -3.1585 2.3267
H55 -5.2688 -5.0005 1.1581
H56 -5.0030 -5.2248 -1.2647
H57 -3.7990 -3.1615 -2.5701
H58 -2.8185 -1.4349 -1.3070

Cartesian forces (eV/Å) of the 2 atoms listed first:
Ni 1.007 -0.837 0.299
C 0.875 -0.724 0.403

Computed properties:
Net charge: +1
F_max in eV/Å: 3.071
HOMO level (spin up / spin down) in Ha: -0.332 / -0.332
Spin multiplicity: 3

***

Entry 2:
Here is a molecular structure, C41H58F3GeN4O3PSSe2Si3W from OMol25. Energies are from ωB97M-V/def2-TZVPD.

Positions of all 118 atoms, in Å:
W1 0.1869 0.2722 -0.1240
F1 -3.5946 -2.1910 3.0809
C1 -3.2260 -0.9852 3.5747
F2 -3.5692 -0.9811 4.8695
F3 -3.9914 -0.0712 2.9625
C2 -1.7569 -0.7502 3.3773
C3 -0.8933 -0.6864 4.4502
C4 0.4702 -0.4944 4.1907
C5 0.9028 -0.3768 2.9044
N1 0.0761 -0.4120 1.8261
C6 -1.2686 -0.6013 2.0809
S1 -2.1727 -0.6663 0.6152
H1 -1.2639 -0.7873 5.4596
H2 1.1842 -0.4407 4.9984
H3 1.9530 -0.2713 2.6602
Se1 2.4175 -0.3992 -0.4737
P1 3.2855 2.0891 1.0597
Se2 1.1888 2.5467 1.2975
C7 3.9101 1.3384 2.5934
C8 3.5279 1.8969 3.8122
C9 3.9816 1.3333 4.9929
C10 4.8043 0.2141 4.9570
C11 5.1622 -0.3535 3.7433
C12 4.7177 0.2058 2.5535
C13 4.3656 3.4777 0.7110
C14 3.8897 4.5661 -0.0198
C15 4.7589 5.5754 -0.3924
C16 6.1088 5.4757 -0.0776
C17 6.5887 4.3799 0.6295
C18 5.7250 3.3728 1.0188
H4 2.8764 2.7610 3.8172
H5 3.6785 1.7610 5.9394
H6 5.1515 -0.2252 5.8823
H7 5.7765 -1.2434 3.7207
H8 4.9720 -0.2348 1.5972
H9 2.8371 4.6187 -0.2699
H10 4.3908 6.4321 -0.9405
H11 6.7935 6.2511 -0.3936
H12 7.6403 4.3021 0.8691
H13 6.0851 2.5110 1.5644
C19 0.6192 2.0009 -5.2578
Si1 0.0186 1.8283 -3.4533
C20 1.5295 2.4929 -2.4973
C21 -1.3653 3.1342 -3.3572
Ge1 -0.4247 -0.4008 -2.4267
Si2 1.8644 -1.3491 -3.8881
C22 3.3718 -0.1996 -3.8994
C23 2.1640 -2.9837 -2.9799
C24 1.3947 -1.5356 -5.7221
Si3 -1.8159 -1.4521 -4.1333
C25 -1.3300 -3.2850 -4.2460
C26 -1.8597 -0.6142 -5.8421
C27 -3.6943 -1.4957 -3.7110
H14 1.0870 2.9812 -5.3579
H15 -0.2067 1.9752 -5.9681
H16 1.3437 1.2517 -5.5693
H17 1.9408 3.3948 -2.9602
H18 2.3483 1.7782 -2.4365
H19 1.2341 2.7778 -1.4888
H20 -1.0111 4.0690 -3.7949
H21 -1.6712 3.3475 -2.3349
H22 -2.2532 2.8247 -3.9107
H23 3.7946 -0.0919 -2.9013
H24 3.1480 0.7909 -4.2910
H25 4.1443 -0.6388 -4.5354
H26 2.7557 -2.7800 -2.0864
H27 2.7355 -3.6691 -3.6107
H28 1.2438 -3.4773 -2.6751
H29 0.7862 -0.7135 -6.0885
H30 0.8739 -2.4634 -5.9441
H31 2.3257 -1.5426 -6.2930
H32 -0.3757 -3.4428 -4.7401
H33 -2.0796 -3.8535 -4.7988
H34 -1.2576 -3.7105 -3.2457
H35 -1.4134 -1.2448 -6.6093
H36 -1.3499 0.3465 -5.8547
H37 -2.8950 -0.4423 -6.1351
H38 -3.9265 -1.6328 -2.6546
H39 -4.1427 -2.3347 -4.2459
H40 -4.2158 -0.6063 -4.0758
C28 -3.4935 -4.7085 0.1570
C29 -3.3993 -3.5921 -0.8727
N2 -2.0057 -3.1700 -1.0556
C30 -1.0154 -3.4507 -0.1508
N3 -0.0318 -2.5944 0.0101
C31 1.0542 -3.1403 0.8343
C32 0.5114 -3.8957 2.0400
C33 -0.2526 -5.0953 1.5231
N4 -1.0868 -4.6855 0.4059
C34 -2.2158 -5.5281 0.0438
H41 -4.3729 -5.3231 -0.0296
H42 -3.5698 -4.2889 1.1622
H43 -4.0037 -2.7390 -0.5497
H44 -3.7604 -3.9336 -1.8462
H45 -1.9342 -2.2275 -1.4079
H46 1.7021 -2.3349 1.1680
H47 1.6667 -3.8128 0.2199
H48 -0.1535 -3.2393 2.6092
H49 1.3279 -4.2119 2.6891
H50 -0.8845 -5.5217 2.3070
H51 0.4476 -5.8699 1.1937
H52 -2.2344 -6.3925 0.7040
H53 -2.1004 -5.8828 -0.9859
O1 -3.0849 0.9066 -1.9366
C35 -3.8124 1.6962 -1.1071
C36 -5.1555 1.9277 -1.3499
C37 -5.9001 2.6784 -0.4559
C38 -5.3167 3.1842 0.6959
C39 -3.9864 2.9340 0.9585
C40 -3.2106 2.2065 0.0525
C41 -1.8225 1.9143 0.4211
O2 -1.4134 1.9367 1.5802
O3 -0.8729 1.7020 -0.5467
H54 -3.6648 0.6307 -2.6596
H55 -5.6271 1.5108 -2.2319
H56 -6.9476 2.8539 -0.6573
H57 -5.9040 3.7661 1.3916
H58 -3.5107 3.2914 1.8609

Cartesian forces (eV/Å) of the 2 atoms listed first:
W 1.448 -3.267 2.175
F 0.126 0.070 -0.005

Computed properties:
Net charge: +1
ΔE to the lowest compared entry with this formula, charge and spin in kJ/mol: 554.0
F_max in eV/Å: 4.480
HOMO level (spin up / spin down) in Ha: -0.335 / -0.335
Spin multiplicity: 2

***

Entry 3:
Here is a molecular structure, C41H58F3GeN4O3PSSe2Si3W from OMol25. Energies are from ωB97M-V/def2-TZVPD.

Positions of all 118 atoms, in Å:
W1 0.7205 0.3808 -0.3684
F1 6.8635 -1.6663 -0.4968
C1 5.8126 -0.9398 -0.8994
F2 5.6229 -1.1949 -2.2051
F3 6.1395 0.3517 -0.7815
C2 4.5800 -1.2753 -0.0994
C3 4.5802 -2.2994 0.8251
C4 3.4149 -2.6260 1.5181
C5 2.2857 -1.8822 1.2779
N1 2.2933 -0.8828 0.3872
C6 3.3876 -0.5761 -0.3348
S1 3.0348 0.6262 -1.5150
H1 5.4925 -2.8538 1.0003
H2 3.3967 -3.4332 2.2350
H3 1.3462 -2.0672 1.7803
Se1 -1.7018 -0.0919 -0.3545
P1 -1.5392 1.5502 -3.9887
Se2 0.1848 0.6164 -2.9163
C7 -2.9488 2.0322 -2.9778
C8 -2.8314 3.2628 -2.3311
C9 -3.9213 3.8061 -1.6690
C10 -5.1324 3.1300 -1.6599
C11 -5.2534 1.9042 -2.3035
C12 -4.1679 1.3542 -2.9644
C13 -2.0089 0.0800 -4.9450
C14 -2.3234 -1.1539 -4.3721
C15 -2.6656 -2.2237 -5.1809
C16 -2.6833 -2.0778 -6.5642
C17 -2.3566 -0.8596 -7.1395
C18 -2.0198 0.2187 -6.3320
H4 -1.8901 3.8010 -2.3579
H5 -3.8259 4.7625 -1.1727
H6 -5.9875 3.5592 -1.1542
H7 -6.1998 1.3799 -2.2978
H8 -4.2763 0.4116 -3.4830
H9 -2.2858 -1.2757 -3.2937
H10 -2.9205 -3.1767 -4.7344
H11 -2.9500 -2.9180 -7.1915
H12 -2.3629 -0.7442 -8.2149
H13 -1.7660 1.1711 -6.7807
C19 -1.5926 3.4709 1.2790
Si1 -2.1521 2.0361 2.3412
C20 -2.3182 2.6563 4.1089
C21 -3.8740 1.4819 1.8201
Ge1 -0.5255 0.2472 2.0887
Si2 1.2333 1.2959 3.5484
C22 0.7083 0.7359 5.2580
C23 1.2590 3.1645 3.5766
C24 2.9645 0.6064 3.3414
Si3 -1.5430 -1.6733 3.1670
C25 -3.1525 -2.1805 2.3368
C26 -0.3635 -3.1362 3.2448
C27 -2.0159 -1.2319 4.9254
H14 -2.3281 4.2763 1.3668
H15 -1.5221 3.1947 0.2272
H16 -0.6272 3.8659 1.5948
H17 -2.9409 3.5557 4.0764
H18 -1.3785 2.9284 4.5869
H19 -2.8305 1.9366 4.7499
H20 -4.6111 1.8849 2.5196
H21 -3.9945 0.4005 1.7880
H22 -4.1043 1.8664 0.8263
H23 -0.3325 0.9503 5.4951
H24 1.3309 1.2757 5.9800
H25 0.8889 -0.3298 5.4021
H26 0.4946 3.5494 4.2523
H27 1.1523 3.6495 2.6143
H28 2.2316 3.4574 3.9845
H29 2.9759 -0.4487 3.6186
H30 3.6210 1.1338 4.0409
H31 3.3916 0.7094 2.3464
H32 -3.2224 -1.9152 1.2818
H33 -3.9882 -1.7042 2.8532
H34 -3.2810 -3.2620 2.4365
H35 -0.1522 -3.5620 2.2607
H36 -0.7959 -3.9264 3.8646
H37 0.5872 -2.8500 3.7033
H38 -2.4806 -0.2488 5.0006
H39 -1.1799 -1.2715 5.6201
H40 -2.7556 -1.9693 5.2514
C28 -2.0281 -4.7576 -1.1885
C29 -1.7324 -3.9115 0.0319
N2 -0.6039 -3.0163 -0.2228
C30 0.1734 -3.0603 -1.3464
N3 0.8931 -2.0053 -1.6450
C31 1.7142 -2.1819 -2.8565
C32 2.3503 -3.5591 -2.8941
C33 1.2377 -4.5718 -2.9928
N4 0.1836 -4.2284 -2.0421
C34 -0.7223 -5.3183 -1.7057
H41 -2.4834 -4.1412 -1.9692
H42 -2.7235 -5.5570 -0.9364
H43 -1.5082 -4.5535 0.8882
H44 -2.6012 -3.3052 0.2934
H45 -0.7424 -2.0645 0.0931
H46 2.4861 -1.4278 -2.8768
H47 1.1097 -2.0413 -3.7600
H48 2.9350 -3.7156 -1.9822
H49 3.0245 -3.6528 -3.7452
H50 1.5867 -5.5820 -2.7633
H51 0.8207 -4.5879 -4.0047
H52 -0.2653 -5.9859 -0.9645
H53 -0.8787 -5.8996 -2.6157
O1 2.3466 5.6083 -1.5203
C35 3.1313 5.1327 -0.5453
C36 4.2115 5.9213 -0.1410
C37 5.0719 5.4658 0.8321
C38 4.8874 4.2167 1.4336
C39 3.8133 3.4479 1.0577
C40 2.9118 3.8914 0.0812
C41 1.7687 3.0741 -0.3248
O2 1.0821 3.3058 -1.3161
O3 1.4525 2.0376 0.4676
H54 1.6863 4.9194 -1.7351
H55 4.3549 6.8786 -0.6226
H56 5.9108 6.0830 1.1269
H57 5.5827 3.8630 2.1821
H58 3.6491 2.4782 1.5070

Cartesian forces (eV/Å) of the 2 atoms listed first:
W 1.134 -1.160 -0.677
F 0.017 -0.002 -0.003

Computed properties:
Net charge: +1
ΔE to the lowest compared entry with this formula, charge and spin in kJ/mol: 111.8
F_max in eV/Å: 1.758
HOMO level (spin up / spin down) in Ha: -0.342 / -0.383
Spin multiplicity: 4